1.
72
Properties=species:S:1:pos:R:3 method="wB97M-V/def2-TZVPD" max_force_ev_per_a=6.3 orbital_gap_ev="2.320 / 1.854" lumo_ev="-10.1 / -10.6" multiplicity=6 charge=+2 energy_ha=-3311.09109
C -1.65284 2.75133 5.82817
O -2.01723 2.67324 4.42781
C -3.39257 3.06138 4.19266
C -4.05946 1.93060 3.25305
C -4.31083 2.43588 1.72362
C -3.37202 1.65963 0.67179
C -2.40587 2.65790 -0.17802
C -1.57064 3.66039 0.76537
C -0.00382 3.75820 0.42466
C 0.74671 2.34388 0.31928
C 2.10919 2.40713 -0.59035
C 2.24486 1.04667 -1.45700
C 2.50311 -0.33009 -0.74247
C 2.64353 -0.49787 0.83645
C 1.50764 -1.46228 1.49475
O 0.30828 -1.56222 0.69390
C -0.27376 -2.87971 0.72579
C -1.84604 -2.87622 1.11604
F -2.68116 -3.20892 -0.00657
F -2.07864 -3.92483 2.06951
F -2.28350 -1.66721 1.69742
C 2.58294 -1.60740 -1.68194
C 2.85295 -3.09239 -1.11606
C 4.25701 -3.53997 -1.79933
O 5.34776 -2.88885 -1.41608
F 4.34058 -4.64519 -2.78830
C 2.39504 -1.43332 -3.23201
N 2.42854 -2.64254 -4.11017
C 1.21946 -3.20606 -3.93350
C 1.10861 -4.82025 -4.05191
C -0.12551 -2.42030 -3.56929
C 2.17217 -0.05593 -3.94791
N 2.02548 0.09660 -5.38838
S 1.80371 1.81212 -5.46779
N 1.89024 2.36959 -3.83796
C 2.10116 1.20522 -3.01561
H -1.32381 3.82746 6.07669
H -0.76334 2.05185 6.04285
H -2.50560 2.40030 6.50773
H -3.50224 4.07419 3.66580
H -4.02238 3.13426 5.16178
H -5.08589 1.67235 3.71890
H -3.39724 0.98779 3.20347
H -4.24562 3.57523 1.65444
H -5.40394 2.15070 1.48808
H -4.05948 1.13680 -0.08051
H -2.70623 0.86584 1.17485
H -1.77384 2.08285 -0.94177
H -3.11997 3.32345 -0.80435
H -2.00257 4.72435 0.65959
H -1.72410 3.35342 1.86985
H 0.10485 4.34523 -0.56806
H 0.49554 4.42290 1.22253
H 0.09825 1.49812 -0.10951
H 1.12015 2.08217 1.38480
H 1.93581 3.28354 -1.31991
H 3.04598 2.61919 0.03027
H 2.50543 0.52792 1.34398
H 3.68981 -0.88793 1.09494
H 1.21973 -0.97649 2.50566
H 2.00469 -2.45886 1.75288
H 0.22880 -3.61854 1.43449
H -0.22480 -3.28958 -0.35592
H 3.02992 -3.11622 0.00933
H 2.06149 -3.82267 -1.49116
H 1.99839 -5.26828 -4.60420
H 1.05302 -5.19169 -2.95788
H 0.09887 -5.01185 -4.58066
H -0.21256 -2.37700 -2.41408
H -0.21825 -1.38845 -4.05514
H -1.01083 -3.06863 -3.92972
Mn 6.09690 -4.77191 -1.69968

---

2.
77
Properties=species:S:1:pos:R:3 method="wB97M-V/def2-TZVPD" max_force_ev_per_a=3.1 orbital_gap_ev="6.947 / 7.007" lumo_ev="0.8 / 0.8" charge=-1 energy_ha=-2829.81827
Ir 0.13140 0.73900 -0.15730
O -0.50250 -3.47030 -1.10710
C -0.02020 -2.34790 -1.12270
O -0.60140 -1.28940 -0.75090
C 1.41110 -2.23560 -1.66670
C 1.81010 -3.14980 -2.60140
C 3.08430 -3.07850 -3.18540
C 3.93300 -2.03400 -2.84490
C 3.56590 -1.14110 -1.86320
C 2.29940 -1.21460 -1.17960
O 2.04070 -0.44890 -0.21520
N 4.48990 -0.10620 -1.52120
O 5.25110 0.26410 -2.39700
O 4.49860 0.33160 -0.39170
N 3.52150 -4.07490 -4.09650
O 2.74980 -4.96900 -4.39790
O 4.66540 -3.99790 -4.51850
H 1.12870 -3.93740 -2.89300
H 4.89230 -1.92290 -3.32940
O 0.00410 -0.14170 1.98230
P 0.02700 -0.03470 3.46730
C -1.59110 0.56070 4.22080
C -2.81810 0.01820 3.47720
C -3.08210 0.74920 2.16400
C -3.31980 2.22830 2.42730
C -2.09390 2.80980 3.11800
C -1.77830 2.06960 4.41550
C 1.34000 1.09000 4.19670
C 2.72810 0.47220 4.38300
C 3.46260 0.32040 3.05320
C 3.66210 1.68480 2.41150
C 2.29750 2.30390 2.15590
C 1.48730 2.41910 3.44320
C 0.33360 -1.72400 4.24260
C -0.89990 -2.62380 4.33960
C -1.33300 -3.14750 2.97130
C -0.21880 -3.96410 2.33280
C 1.01140 -3.08080 2.19100
C 1.44250 -2.52190 3.54360
H -1.56790 0.11410 5.22590
H -3.69100 0.14990 4.13020
H -2.71550 -1.04410 3.27600
H -3.95340 0.30440 1.67670
H -2.22740 0.63850 1.49150
H -4.21140 2.35710 3.05140
H -3.47470 2.75020 1.48290
H -2.25410 3.86880 3.33780
H -1.27160 2.72980 2.40850
H -2.62870 2.20020 5.09740
H -0.90740 2.51400 4.90140
H 0.94660 1.30370 5.20070
H 2.66390 -0.48000 4.91430
H 3.31020 1.15170 5.01820
H 2.87500 -0.27590 2.35440
H 4.42570 -0.17030 3.21640
H 4.19380 1.56580 1.47040
H 4.25130 2.32820 3.07300
H 1.75510 1.68590 1.42640
H 2.40690 3.29610 1.71500
H 0.51430 2.83480 3.19620
H 1.99660 3.12450 4.11240
H 0.66000 -1.49190 5.26710
H -1.72060 -2.10500 4.83940
H -0.63200 -3.48340 4.96680
H -1.54890 -2.31910 2.29670
H -2.23490 -3.75360 3.08710
H -0.53360 -4.31030 1.34860
H 0.01250 -4.83620 2.95200
H 0.78160 -2.25700 1.51720
H 1.83840 -3.65010 1.76130
H 2.33270 -1.91700 3.40050
H 1.71030 -3.35970 4.20000
O -0.73070 4.18540 -1.66700
S -0.42990 2.89580 -1.12520
O 1.00720 2.46430 -1.28250
O -1.21150 1.75580 -1.70320
O -0.67300 2.79150 0.35580

---

3.
75
Properties=species:S:1:pos:R:3 method="wB97M-V/def2-TZVPD" max_force_ev_per_a=8.8 orbital_gap_ev=7.499 smiles="CCN(CCc1ccc2c(c1)Sc1ccc(CCCN)cc1N2)C(C)=O.O=S1(=O)OCCO1.O=S1(=O)OCCO1" lumo_ev=0.0 charge=0 energy_ha=-3008.69462
C -5.92891 -2.95711 4.33283
C -4.90050 -3.46463 3.14627
N -5.54363 -3.63784 1.78841
C -5.36568 -2.43142 0.89174
C -6.43597 -1.20535 1.17883
C -5.54648 0.20147 1.02852
C -5.67663 1.22907 -0.26416
C -4.68783 2.56278 -0.29015
C -3.58571 2.90490 0.92007
C -3.56174 1.82631 2.19809
C -4.50371 0.48906 2.30364
S -2.28201 2.25952 3.54984
C -0.79136 2.84261 2.50571
C 0.75757 2.44996 2.89802
C 1.99409 2.93879 1.93644
C 1.63900 3.80644 0.57528
C 2.82946 4.30097 -0.47457
C 2.49757 3.78272 -2.01751
C 1.89842 2.25663 -2.08933
N 0.39627 2.18122 -2.34122
C 0.06387 4.22006 0.21383
C -1.21966 3.74673 1.16509
N -2.66376 4.10229 0.85181
C -4.69035 -4.73123 1.11208
C -3.02263 -4.60618 1.14178
O -5.23087 -5.77991 0.44945
H -6.10037 -3.85769 5.09742
H -6.97346 -2.59340 3.94668
H -5.34244 -2.13761 4.96418
H -4.53360 -4.54880 3.48568
H -3.94823 -2.77332 3.08712
H -4.25689 -1.99824 0.96285
H -5.50363 -2.70506 -0.26200
H -6.96870 -1.26272 2.21890
H -7.26751 -1.24593 0.33584
H -6.42749 1.00555 -1.16303
H -4.81531 3.26756 -1.24198
H -4.47279 -0.25947 3.20765
H 0.90752 1.79819 3.87297
H 3.10391 2.62230 2.22496
H 3.89115 3.96822 -0.08886
H 2.76642 5.48331 -0.51850
H 1.76310 4.58988 -2.49534
H 3.54290 3.81260 -2.58865
H 2.12888 1.60582 -1.12997
H 2.44533 1.70222 -2.98682
H 0.17706 1.98082 -3.34466
H -0.06119 1.46193 -1.71770
H -0.10740 4.83079 -0.77005
H -2.64321 4.51916 -0.10453
H -2.56255 -4.83577 0.08955
H -2.61459 -5.32744 2.00120
H -2.66644 -3.51891 1.47325
O 3.25757 -0.69085 -2.68159
S 4.44509 -0.81234 -3.49778
O 5.77822 -0.59838 -2.98458
O 4.24572 0.11146 -4.82622
C 4.34999 -0.70366 -5.99237
C 3.89130 -2.09392 -5.56052
O 4.40524 -2.26347 -4.24147
H 5.39836 -0.71475 -6.30756
H 3.73293 -0.29715 -6.79814
H 4.26258 -2.87948 -6.22296
H 2.79888 -2.14953 -5.50702
O 4.34179 -0.89536 -0.09631
S 5.71934 -1.27456 -0.31924
O 6.19365 -1.81737 -1.57095
O 6.17264 -2.27509 0.88549
C 7.29056 -1.71578 1.57297
C 7.15233 -0.20403 1.41413
O 6.66723 -0.01100 0.08740
H 8.20370 -2.08077 1.09182
H 7.28547 -2.02279 2.62225
H 8.10118 0.31835 1.55759
H 6.40696 0.19861 2.10812

---

4.
70
Properties=species:S:1:pos:R:3 method="wB97M-V/def2-TZVPD" max_force_ev_per_a=2.1 orbital_gap_ev="6.572 / 6.198" lumo_ev="-6.9 / -8.3" multiplicity=5 charge=+2 energy_ha=-2071.33802
Ru 0.27444 0.57606 0.25497
O -7.46467 -0.12791 1.92335
C -6.62007 0.69758 1.27161
O -7.02218 1.53627 0.53284
C -5.14884 0.46840 1.48795
C -4.62328 0.16035 2.75835
C -3.22340 0.00080 2.88940
C -2.43594 0.11793 1.76920
C -2.97747 0.45956 0.52866
C -4.34392 0.67843 0.39268
N -1.03473 -0.15173 1.79815
C -0.53831 -0.88008 2.70563
C 0.93383 -1.12666 2.71125
C 1.56838 -1.85907 3.68493
C 2.95166 -2.02232 3.65773
C 3.64159 -1.44476 2.62793
C 2.91861 -0.66736 1.67098
N 1.63310 -0.48745 1.72671
H -7.06672 -0.85340 2.40695
H -5.25373 0.09162 3.63449
H -2.79069 -0.20120 3.87131
H -2.32204 0.52395 -0.37054
H -4.81527 0.97579 -0.52881
H -1.07782 -1.35519 3.52673
H 0.97298 -2.29854 4.47671
H 3.48614 -2.54065 4.44855
H 4.73192 -1.51381 2.54575
H 3.44868 -0.19130 0.84896
C 4.30602 2.40937 -0.95825
Si 2.47695 2.87625 -0.94653
C 2.13148 3.75007 0.67861
C 1.98204 4.04547 -2.34607
N 1.57526 1.35123 -0.99813
C 1.74112 0.52387 -2.13615
C 2.60188 0.85132 -3.18284
C 2.77049 0.00941 -4.22596
C 2.08708 -1.22263 -4.24976
C 1.18768 -1.56597 -3.23949
C 0.97588 -0.69471 -2.12548
N 0.13573 -0.95811 -1.13491
Si -0.75193 -2.53391 -1.08357
C -1.73987 -2.78899 0.48368
C -2.00533 -2.51246 -2.49280
C 0.52882 -3.88956 -1.03180
H 4.78924 2.95548 -1.78196
H 4.46885 1.36535 -1.19151
H 4.84518 2.65872 -0.03840
H 2.96455 4.46540 0.82887
H 2.21120 3.13875 1.59024
H 1.24869 4.40969 0.73183
H 2.55844 4.95246 -2.17631
H 0.91824 4.26816 -2.40999
H 2.29455 3.66557 -3.31684
H 3.04573 1.82780 -3.18980
H 3.37411 0.30150 -5.07615
H 2.21342 -1.83949 -5.15437
H 0.63332 -2.48654 -3.37164
H -2.52945 -2.08024 0.68266
H -1.18982 -3.01449 1.41115
H -2.29860 -3.71377 0.22841
H -2.78708 -1.79114 -2.27109
H -2.46217 -3.52652 -2.58820
H -1.53119 -2.28411 -3.43848
H 1.07202 -3.81492 -0.09421
H 1.29352 -3.93127 -1.82385
H 0.03229 -4.89024 -1.04711
N -0.60409 2.54153 0.75510
H -0.34842 3.24125 0.06393
H -0.37878 2.91368 1.68766
H -1.63929 2.45140 0.72709

---

5.
67
Properties=species:S:1:pos:R:3 method="wB97M-V/def2-TZVPD" max_force_ev_per_a=1.3 orbital_gap_ev=8.593 smiles="CCO[C@@H]1OC(C(=O)N2CCCCCCC2)=C[C@H](c2ccc3c(c2)OCO3)[C@H]1CCCO" lumo_ev=0.7 charge=0 relative_energy_kj_mol=5.5 energy_ha=-1479.79523
C 1.38203 -3.86696 0.53740
C 0.30327 -2.81219 0.76309
O 0.58565 -1.59790 0.08461
C 1.42060 -0.70963 0.76517
O 0.70697 -0.03320 1.78246
C 0.01904 1.08660 1.40271
C -0.67503 1.73258 2.57973
O -0.01949 2.38012 3.37617
N -2.01029 1.57843 2.68875
C -2.81071 0.84798 1.73116
C -2.65812 -0.67233 1.81486
C -3.28470 -1.30741 3.05460
C -2.56850 -0.99681 4.37688
C -3.19072 0.13287 5.21281
C -2.46421 1.47451 5.13467
C -2.65230 2.22673 3.81756
C 0.08324 1.64683 0.19967
C 0.98658 1.13540 -0.88390
C 0.26094 0.42725 -2.00680
C -0.99723 -0.12457 -1.83718
C -1.65837 -0.79233 -2.86483
C -1.01037 -0.88530 -4.07079
C 0.25478 -0.32899 -4.25502
C 0.90510 0.33098 -3.24491
O 0.66715 -0.55081 -5.54518
C -0.37372 -1.27707 -6.16164
O -1.42360 -1.47348 -5.24054
C 2.06889 0.23758 -0.24920
C 3.15630 1.07792 0.43371
C 4.18947 1.64908 -0.53910
C 5.13749 0.59344 -1.11841
O 4.54248 -0.26973 -2.05899
H 1.51324 -4.03420 -0.52820
H 2.33337 -3.54679 0.95562
H 1.08844 -4.79881 1.01285
H -0.64671 -3.15448 0.34407
H 0.17091 -2.62396 1.83601
H 2.20185 -1.25868 1.31513
H -2.53875 1.17532 0.72224
H -3.85703 1.11512 1.89723
H -1.60075 -0.92810 1.77435
H -3.13615 -1.09898 0.92915
H -4.33416 -1.01058 3.12336
H -3.27010 -2.38914 2.89992
H -1.52086 -0.76764 4.17725
H -2.58445 -1.90564 4.98224
H -3.18469 -0.17304 6.26149
H -4.23712 0.27155 4.92980
H -1.39586 1.32934 5.29761
H -2.83677 2.11995 5.93343
H -3.71474 2.34540 3.59610
H -2.19893 3.21775 3.92467
H -0.49127 2.53630 -0.00544
H 1.49064 2.00301 -1.32689
H -1.47597 -0.04905 -0.87546
H -2.63640 -1.22097 -2.72349
H 1.87927 0.76176 -3.40824
H 0.00886 -2.25432 -6.49935
H -0.74801 -0.71575 -7.03320
H 2.52101 -0.39764 -1.01362
H 2.68328 1.89536 0.98257
H 3.68134 0.45876 1.16453
H 4.79817 2.38207 -0.00653
H 3.68970 2.17020 -1.35975
H 6.00352 1.09878 -1.57162
H 5.50218 -0.05818 -0.32111
H 4.23839 0.25013 -2.81146

---

6.
78
Properties=species:S:1:pos:R:3 method="wB97M-V/def2-TZVPD" max_force_ev_per_a=1.1 orbital_gap_ev=6.884 lumo_ev=-6.3 charge=+2 relative_energy_kj_mol=96.8 energy_ha=-9760.46367
Ta 0.46517 -0.90956 -0.21245
Br -6.81727 2.05002 -3.02369
C -4.97406 1.80285 -2.77347
C -4.46604 1.65450 -1.49366
C -3.10680 1.46622 -1.32142
C -2.24164 1.43603 -2.41115
C -2.77342 1.57080 -3.69774
C -4.13044 1.75578 -3.87722
N -0.85620 1.21388 -2.13213
C 0.03583 1.38389 -3.01377
C 1.44094 1.09259 -2.73623
C 2.37240 1.56914 -3.64585
C 3.72538 1.37942 -3.43048
C 4.10600 0.70792 -2.28313
C 3.12697 0.23562 -1.43210
N 1.80640 0.40228 -1.62987
H -5.13123 1.67367 -0.64121
H -2.70868 1.32315 -0.32657
H -2.15525 1.51044 -4.58060
H -4.53988 1.85237 -4.87283
H -0.15442 1.79426 -4.00118
H 2.01813 2.09811 -4.52019
H 4.45742 1.74757 -4.13635
H 5.14432 0.52938 -2.04309
H 3.40724 -0.30529 -0.54675
C -2.21077 -2.32923 2.28020
As -0.98912 -0.85735 2.10592
C -0.00614 -0.77865 3.77696
C -2.03058 0.76044 2.18837
C -3.28648 0.83032 2.77325
C -3.93219 2.05814 2.86171
C -3.31964 3.20681 2.38367
C -2.06147 3.13906 1.79723
C -1.41597 1.91440 1.69738
As 0.26633 1.69902 0.77722
C 1.63937 2.00102 2.11454
C 0.44640 3.30302 -0.27785
H -2.85694 -2.36363 1.40496
H -2.80142 -2.20276 3.18580
H -1.63351 -3.24834 2.34064
H -0.08494 0.23228 4.17076
H 1.03667 -1.04266 3.63161
H -0.45795 -1.47733 4.47929
H -3.77457 -0.05715 3.15530
H -4.91677 2.11544 3.30590
H -3.82620 4.15958 2.45713
H -1.60743 4.04322 1.41240
H 1.33064 2.81669 2.76647
H 2.56344 2.27279 1.60460
H 1.81196 1.10124 2.69755
H 0.57911 4.13702 0.41024
H -0.43657 3.45763 -0.89149
H 1.33185 3.22748 -0.90677
O -0.80479 -1.56392 -3.43923
P -1.75648 -2.09522 -2.28180
O -3.14363 -2.22672 -2.66928
O -1.35742 -1.25468 -1.03280
O -1.01631 -3.52840 -1.87968
P 0.33606 -3.45838 -1.06814
O 0.99045 -4.85124 -1.17574
O 0.05819 -2.95619 0.35209
O 1.23755 -2.31814 -1.58004
H -1.19028 -1.75781 -4.30637
H 0.42795 -5.62763 -1.31012
C 4.02945 -2.96062 0.30035
Si 3.18551 -1.99989 1.64787
C 4.31897 -0.80541 2.49320
C 2.34473 -3.16215 2.83138
O 1.98603 -1.04047 0.84883
H 4.99582 -3.31296 0.67063
H 4.21760 -2.39007 -0.60996
H 3.45171 -3.84437 0.02138
H 5.03339 -1.36615 3.10149
H 3.79260 -0.12448 3.16457
H 4.89838 -0.20742 1.78639
H 2.88724 -4.11088 2.81584
H 1.31736 -3.38111 2.53614
H 2.35195 -2.80925 3.86316